Record 1
Formula: C13H19ClN2O3Zr
Source: OMol25
Level of theory: ωB97M-V/def2-TZVPD

Each line ends with the natural charge from an NBO analysis.
CARTESIAN COORDINATES (ANGSTROEM)
Cl 1.14288 4.16356 -0.61691  -0.469
C -1.75358 -0.84340 -1.30392  -0.307
C -0.81564 -1.99796 -1.12235  -0.418
C 0.44880 -1.59488 -1.68505  -0.403
H -1.08023 -2.92534 -0.58972  0.284
C 0.31930 -0.31139 -2.27128  -0.018
C -1.02815 0.18414 -2.01010  -0.247
H -1.35111 1.25009 -2.19087  0.300
H -2.80959 -0.79319 -1.00193  0.285
H 1.33993 -2.17774 -1.70707  0.284
C 1.33307 0.42756 -3.05272  -0.674
Zr 0.09700 -0.41774 0.32845  1.873
C 2.27978 0.50581 0.05191  0.443
O 3.52534 0.51992 -0.01460  -0.332
C -1.28832 1.83733 0.64347  0.534
O -2.19576 2.37399 1.05273  -0.347
H 2.34923 0.28909 -2.68221  0.240
H 1.16857 1.51449 -3.08871  0.278
H 1.33176 0.04329 -4.08515  0.280
C 2.11880 -1.60544 3.07653  -0.408
N 0.84143 -2.00074 3.73022  -0.360
C 0.87039 -2.74743 4.93910  -0.421
C -0.31423 -1.78365 3.12405  0.809
O -0.13006 -1.27928 1.94322  -0.833
N -1.57157 -1.97555 3.41957  -0.355
C -1.96671 -2.24244 4.75065  -0.415
C -2.60781 -1.64580 2.40295  -0.422
H 2.89707 -1.93496 3.78242  0.262
H 2.22168 -0.50866 2.93200  0.224
H 2.30099 -2.10073 2.09557  0.215
H 0.43700 -2.11437 5.75344  0.233
H 0.28648 -3.69515 4.79820  0.226
H 1.94137 -2.94592 5.09675  0.246
H -3.03654 -2.10437 4.70679  0.244
H -1.67983 -3.27376 4.96223  0.233
H -1.48310 -1.51827 5.41931  0.227
H -2.93118 -0.55548 2.42174  0.234
H -2.31730 -1.91453 1.34029  0.214
H -3.48055 -2.28518 2.67700  0.262

## Properties
**Total charge**: +2
**Energy relative to the best compared isomer or geometry (same formula, charge and spin)**: 6.788 eV

---

Record 2
Formula: C13H19ClN4O4
Source: OMol25
Level of theory: ωB97M-V/def2-TZVPD

Each line ends with the natural charge from an NBO analysis.
CARTESIAN COORDINATES (ANGSTROEM)
C -2.91084 2.96951 3.32368  -0.638
C -2.53547 2.72522 1.71375  -0.428
C -1.19951 1.77293 1.51743  -0.445
C 0.21342 2.60307 1.42338  -0.047
C 0.19560 4.05144 2.23765  -0.641
N 0.66519 2.92238 0.00946  -0.611
C 0.98059 1.98530 -0.94532  0.600
N 1.45924 2.29943 -2.37809  -0.495
C 1.64796 0.98826 -3.10820  0.241
N 1.27062 0.00793 -2.01982  -0.203
C 1.30667 -1.46515 -2.38933  0.064
C -0.07581 -2.32882 -2.01497  -0.208
C -0.25473 -3.91921 -2.37017  -0.166
C 1.00028 -4.68234 -3.10437  -0.187
C 2.38239 -3.83862 -3.44558  -0.211
C 2.56038 -2.22446 -3.12411  -0.245
N 0.89301 0.47699 -0.77139  -0.399
H -1.98022 2.83477 4.02942  0.207
H -3.71753 2.17808 3.68801  0.232
H -3.35674 4.05195 3.39805  0.223
H -3.44488 2.08967 1.28516  0.230
H -2.50627 3.72870 1.11240  0.209
H -1.33950 0.97249 0.64288  0.223
H -1.13245 1.11512 2.51119  0.243
H 1.05071 1.88961 1.88189  0.215
H 1.28472 4.50827 2.15302  0.234
H -0.58806 4.73872 1.65770  0.224
H -0.12455 3.82845 3.34106  0.253
H 0.78269 3.94320 -0.26731  0.448
H 1.98437 0.72433 -4.19733  0.303
H -0.97719 -1.77873 -1.47420  0.244
H -1.24553 -4.49020 -2.08453  0.282
H 0.89061 -5.82355 -3.34060  0.253
H 3.25791 -4.45003 -3.93929  0.245
H 3.54052 -1.61542 -3.40008  0.245
H 0.60645 -0.02742 0.09987  0.498
O -0.43129 -5.08052 2.98305  -0.858
Cl -0.11683 -4.55235 1.66979  2.535
O 1.25279 -4.88576 1.32993  -0.871
O -0.27570 -3.11118 1.67764  -0.910
O -1.01300 -5.13205 0.68831  -0.887

## Properties
**Total charge**: 0
**Energy relative to the best compared isomer or geometry (same formula, charge and spin)**: 23.673 eV

---

Record 3
Formula: C13H19ClOSiSn
Source: OMol25
Level of theory: ωB97M-V/def2-TZVPD

Each line ends with the natural charge from an NBO analysis.
CARTESIAN COORDINATES (ANGSTROEM)
C -3.06171 -0.84166 -1.64086  -0.432
C -2.24416 -1.09789 -2.79454  -0.401
C -1.62777 0.12905 -3.16491  -0.302
H -2.07996 -2.07904 -3.24444  0.189
C -2.01090 1.12777 -2.22624  -0.346
C -2.85589 0.51776 -1.24973  -0.370
H -3.22361 0.96194 -0.32526  0.184
H -3.71421 -1.55709 -1.14644  0.182
H -0.92394 0.27765 -3.97459  0.209
H -1.62092 2.13904 -2.19592  0.195
Sn -0.78774 -1.79093 -0.04803  1.463
Cl 0.80750 -3.43762 0.73587  -0.750
C 2.87081 0.35106 -1.28189  -0.366
C 2.42792 1.56945 -1.87363  -0.369
C 1.79146 1.23136 -3.10344  -0.351
H 2.51230 2.55601 -1.43152  0.167
C 2.12503 -0.11521 -3.41361  -0.373
C 2.69968 -0.68715 -2.24199  -0.382
H 2.86520 -1.74498 -2.06675  0.180
H 3.15949 0.22031 -0.24423  0.178
H 1.24545 1.91079 -3.74620  0.170
H 1.90723 -0.64024 -4.33674  0.171
C -1.50498 0.99117 3.25137  -1.138
Si -0.01605 -0.00302 2.65487  1.918
C 1.47936 0.99352 3.21100  -1.134
C -0.06799 -1.69242 3.52639  -1.144
O 0.09370 -0.33778 1.05177  -1.378
H -1.46114 1.01645 4.35375  0.210
H -2.47264 0.54774 2.98020  0.228
H -1.51093 2.03728 2.91167  0.231
H 1.49922 1.07298 4.30934  0.204
H 2.40880 0.50432 2.89245  0.242
H 1.48291 2.01550 2.80595  0.235
H -0.92105 -2.30126 3.18939  0.224
H 0.84307 -2.24631 3.25259  0.255
H -0.11353 -1.59859 4.62436  0.203

## Properties
**Total charge**: -2
**Energy relative to the best compared isomer or geometry (same formula, charge and spin)**: 0.000 eV

---

Record 4
Formula: C13H19F6N2O7PS2
Source: OMol25
Level of theory: ωB97M-V/def2-TZVPD

Each line ends with the natural charge from an NBO analysis.
CARTESIAN COORDINATES (ANGSTROEM)
C 0.50480 3.32303 -3.40541  -0.619
C 0.58611 1.90075 -2.90143  -0.064
O 1.84824 1.33055 -3.29882  -0.811
P 2.21274 -0.09181 -2.66848  2.395
O 1.19349 -1.10003 -3.00801  -1.125
C 2.47657 0.04075 -0.88901  -0.827
C 1.91351 -1.18039 -0.15630  -0.421
C 0.42318 -1.34845 -0.19889  0.000
C -0.12966 -2.62362 -0.29811  -0.065
C -1.50487 -2.79290 -0.32548  -0.225
C -2.32388 -1.67965 -0.27676  0.094
N -1.78630 -0.46054 -0.18716  -0.401
C -0.45918 -0.28486 -0.12990  0.102
O 3.66142 -0.35564 -3.23125  -0.808
C 3.72005 -0.99696 -4.52951  -0.070
C 3.59867 -2.52365 -4.43431  -0.635
H -0.49304 3.68436 -3.17519  0.217
H 1.19231 3.93101 -2.82826  0.216
H 0.71514 3.39497 -4.46379  0.224
H 0.56420 1.94551 -1.81508  0.158
H -0.22181 1.28663 -3.28659  0.193
H 2.11020 0.97458 -0.47307  0.244
H 3.54840 0.05103 -0.71032  0.274
H 2.24963 -1.17081 0.87718  0.250
H 2.35348 -2.06543 -0.60530  0.229
H 0.52629 -3.47713 -0.33462  0.233
H -1.93262 -3.77769 -0.37652  0.247
H -3.39497 -1.74473 -0.29249  0.244
H -2.36239 0.36749 -0.12502  0.461
H -0.11102 0.72480 -0.00900  0.236
H 4.70410 -0.75596 -4.91386  0.195
H 3.00255 -0.56350 -5.21680  0.192
H 2.71825 -2.84370 -4.97520  0.224
H 4.48487 -2.99873 -4.83549  0.214
H 3.49376 -2.78287 -3.38882  0.220
C -2.38890 2.27347 6.93646  0.717
F -1.57687 2.86127 7.81043  -0.310
F -3.08057 1.32496 7.57222  -0.313
F -3.25229 3.18562 6.48147  -0.314
S -1.39508 1.56023 5.56483  2.239
O -0.55714 0.57136 6.17432  -0.923
O -0.74149 2.67656 4.94611  -0.930
N -2.62592 0.97130 4.73545  -1.214
S -2.32162 0.23853 3.38983  2.250
O -1.65974 -1.03486 3.47882  -0.944
O -1.88717 1.07804 2.29417  -0.994
C -4.06479 -0.17438 2.97404  0.712
F -4.81095 0.92056 2.83740  -0.309
F -4.62011 -0.95078 3.89558  -0.302
F -4.09956 -0.83830 1.79593  -0.354

## Properties
**Total charge**: 0

---

Record 5
Formula: C13H19GaN
Source: OMol25
Level of theory: ωB97M-V/def2-TZVPD

Each line ends with the natural charge from an NBO analysis.
CARTESIAN COORDINATES (ANGSTROEM)
C -0.44490 1.17827 -2.25105  -0.328
C 0.95663 1.28972 -1.99964  -0.326
C 1.14209 1.92971 -0.73461  -0.369
C -0.17111 2.20058 -0.18706  -0.418
C -1.14903 1.76864 -1.15822  -0.325
Ga -0.03498 -0.21027 0.33486  1.580
N -1.44321 -1.36623 -0.41497  -1.083
C -0.40695 -2.43401 -0.57799  -0.253
C 0.95338 -1.76894 -0.50010  -0.927
H 2.08384 2.26215 -0.30695  0.208
H 1.75408 0.99552 -2.68449  0.198
H -0.37538 2.79832 0.70395  0.220
H -2.22131 1.94516 -1.09696  0.208
H -0.90082 0.76776 -3.15437  0.203
H 1.37698 -1.56516 -1.48338  0.213
H -0.47533 -3.23862 0.17629  0.151
H -2.13695 -1.69941 0.26041  0.336
H 1.67394 -2.25590 0.15754  0.200
H -0.54013 -2.91717 -1.56040  0.154
C -1.23772 0.73691 5.34046  -0.583
C 0.03076 0.02880 4.85775  -0.176
C 1.27112 0.73991 5.40212  -0.583
C 0.01438 -1.42863 5.32856  -0.583
C 0.07151 0.06065 3.40434  0.011
C 0.10206 0.07040 2.18038  -0.578
H -1.27720 0.73828 6.43530  0.190
H -2.12576 0.22612 4.95372  0.213
H -1.25995 1.77102 4.98186  0.214
H 1.26458 0.73303 6.49786  0.190
H 2.17927 0.24080 5.04814  0.213
H 1.29842 1.77707 5.05220  0.213
H -0.87013 -1.94312 4.93853  0.213
H 0.90053 -1.95926 4.96542  0.214
H -0.00292 -1.47248 6.42302  0.190

## Properties
**Total charge**: -1
**Energy relative to the best compared isomer or geometry (same formula, charge and spin)**: 0.000 eV

---

Record 6
Formula: C13H19I2N3O3
Source: OMol25
Level of theory: ωB97M-V/def2-TZVPD

Each line ends with the natural charge from an NBO analysis.
CARTESIAN COORDINATES (ANGSTROEM)
C -0.99016 1.07368 3.70201  -0.626
C -2.58219 1.18979 3.98973  -0.409
C -3.51511 0.62271 2.80443  -0.408
C -2.66668 0.07307 1.52288  -0.421
C -3.68654 -0.46802 0.37417  -0.408
C -2.91234 -1.23320 -0.83916  -0.466
C -1.31739 -1.08330 -0.68146  0.295
C -0.51006 -2.32031 -0.12005  -0.212
C 1.04415 -2.12092 0.02521  -0.112
C 1.55195 -0.68198 -0.42095  0.187
C 3.13302 -0.44940 -0.23904  -0.296
I 3.92393 -1.14520 1.69856  0.150
C 3.97160 0.12887 -1.22712  -0.119
C 5.53859 0.32363 -0.90211  -0.687
I 3.21149 0.75746 -3.15759  0.342
N 0.72861 0.35386 -0.90455  -0.146
N -0.56908 0.08976 -1.01299  -0.274
H -0.76913 -0.04991 3.52983  0.196
H -0.68016 1.68728 2.79258  0.206
H -0.38386 1.34342 4.64984  0.230
H -2.81938 2.28288 4.28045  0.214
H -2.76831 0.57047 4.94995  0.208
H -4.25825 1.43676 2.49370  0.217
H -4.06192 -0.30481 3.21940  0.207
H -2.07926 -0.83446 1.93702  0.208
H -1.97011 0.89900 1.13027  0.207
H -4.47184 -1.14467 0.87337  0.233
H -4.21553 0.43008 -0.11286  0.222
H -3.21336 -0.82544 -1.87978  0.254
H -3.19105 -2.35261 -0.84111  0.254
H -1.00703 -3.29891 0.19414  0.266
H 1.73685 -2.92150 0.43911  0.279
H 6.13945 -0.65125 -0.97500  0.253
H 5.65847 0.82200 0.13593  0.237
H 5.91602 1.11823 -1.65234  0.252
H -1.14947 0.86627 -1.39765  0.437
N 3.34450 1.46198 -7.12217  0.708
O 2.42568 1.62644 -6.28633  -0.607
O 3.56999 0.32779 -7.58162  -0.542
O 4.02928 2.43189 -7.49034  -0.532

## Properties
**Total charge**: 0

---

Record 7
Formula: C13H19IN5OSY
Source: OMol25
Level of theory: ωB97M-V/def2-TZVPD

Each line ends with the natural charge from an NBO analysis.
CARTESIAN COORDINATES (ANGSTROEM)
C 1.91908 -1.11066 -2.77799  -1.284
I 3.25565 -2.07397 -0.18295  -0.558
H 2.78673 -0.58948 -3.19876  0.110
H 0.96398 -0.58984 -2.68296  0.186
H 1.86884 -2.17190 -2.89678  0.168
C -2.32549 -1.61488 2.15334  -0.074
C -1.17857 -1.85102 2.78657  -0.087
N -0.15393 -1.62803 1.86529  -0.465
C -0.72724 -1.19757 0.64797  0.294
N -2.05521 -1.18039 0.87471  -0.383
H -3.30972 -1.70762 2.53971  0.196
H -0.97649 -2.34250 3.73597  0.206
C -0.21907 3.00507 -1.19439  -0.046
C 0.10830 0.78884 -0.95465  0.229
N -0.80734 1.76409 -1.16973  -0.402
H 1.91992 3.53488 -0.98774  0.211
N 1.28616 1.51137 -0.69200  -0.503
H -0.78333 3.89226 -1.41952  0.194
Y 1.62087 -0.07962 0.99493  0.903
C -0.13662 -0.72580 -0.75051  0.017
O -0.36615 -1.50363 -1.72277  -0.791
C 1.07992 2.86248 -0.92328  -0.109
C 2.63923 1.12809 -1.06127  -0.458
H 3.24791 2.05304 -1.06999  0.191
H 2.66775 0.65765 -2.05844  0.307
H 3.19340 0.39098 -0.39378  0.192
C -2.23725 1.67743 -1.43972  -0.403
H -2.54439 2.49866 -2.11259  0.181
H -2.84588 1.79346 -0.52122  0.173
H -2.47982 0.72404 -1.91846  0.225
C -3.17653 -0.80614 -0.00496  -0.436
H -4.07947 -1.37966 0.18826  0.181
H -2.89052 -0.94105 -1.05306  0.242
H -3.49527 0.21357 0.25284  0.186
C 1.11347 -2.29935 2.24521  -0.407
H 1.25955 -3.20554 1.64210  0.257
H 0.99877 -2.59158 3.29901  0.204
H 2.04964 -1.67018 2.31168  0.177
S 2.32399 1.64269 3.04186  -0.209
C 0.75084 1.66288 2.60504  -0.102
N -0.26570 1.45894 2.00301  -0.515

## Properties
**Total charge**: -2
**Energy relative to the best compared isomer or geometry (same formula, charge and spin)**: 0.814 eV

---

Record 8
Formula: C13H19N2
Source: OMol25
Level of theory: ωB97M-V/def2-TZVPD

Each line ends with the natural charge from an NBO analysis.
CARTESIAN COORDINATES (ANGSTROEM)
C -0.60363 -3.10734 2.32406  -0.193
C -1.31964 -2.58966 1.50576  -0.046
C -1.89083 -1.76289 0.36352  -0.516
C -1.08017 -0.48043 0.16656  0.471
N 0.08768 -0.30381 0.81128  -0.484
C 0.56910 0.92751 0.36917  0.184
C 1.93409 1.36276 0.92812  -0.441
C 3.04404 1.59856 -0.14304  -0.394
C 3.67622 0.30327 -0.78397  -0.409
C 3.08732 -1.05803 -0.30050  -0.614
C -0.31239 1.50575 -0.51293  -0.089
N -1.35044 0.55426 -0.60848  -0.289
C -2.48511 0.80262 -1.51875  -0.276
C -3.84680 0.28203 -1.01318  -0.208
C -4.35268 0.58902 0.23017  -0.366
H 0.12690 -3.51931 3.01500  0.264
H -2.94830 -1.58051 0.61726  0.278
H -1.79936 -2.40522 -0.53824  0.280
H 0.55642 -0.90417 1.47844  0.474
H 1.77027 2.34385 1.43090  0.248
H 2.21011 0.64967 1.72569  0.220
H 3.87122 2.11904 0.38685  0.230
H 2.64652 2.25250 -0.93955  0.211
H 3.47864 0.35796 -1.87784  0.210
H 4.78007 0.27295 -0.68742  0.222
H 2.95904 -1.14462 0.79446  0.187
H 2.07759 -1.16876 -0.75972  0.187
H 3.69168 -1.89685 -0.69154  0.238
H -0.17295 2.46198 -1.01805  0.268
H -2.25304 0.31813 -2.48771  0.239
H -2.55361 1.89476 -1.73235  0.247
H -4.39849 -0.39622 -1.69813  0.227
H -4.51363 -0.23666 0.94667  0.209
H -4.62934 1.63799 0.44805  0.231

## Properties
**Total charge**: +1
**SMILES**: C#CCc1[nH]c(CCCC)c[n+]1CC=C
**Energy relative to the best compared isomer or geometry (same formula, charge and spin)**: 4.902 eV

---

Electronic energy? In order: -1348.5283, -1486.1124, -1546.0113, -2879.9314, -2486.2236, -1491.6839, -1589.5803, -615.8601 Eh.